No. 1
{"formula": "C64H46N2O22S", "method": "ωB97M-V with the def2-TZVPD basis set", "elements": ["O", "C", "O", "C", "C", "C", "C", "C", "N", "S", "N", "C", "C", "C", "C", "O", "O", "H", "H", "H", "H", "H", "H", "H", "H", "H", "H", "C", "C", "C", "O", "C", "C", "C", "O", "H", "H", "H", "H", "C", "C", "C", "O", "C", "C", "C", "O", "H", "H", "H", "H", "C", "C", "C", "O", "C", "C", "C", "O", "H", "H", "H", "H", "C", "C", "C", "O", "C", "C", "C", "O", "H", "H", "H", "H", "C", "C", "C", "O", "C", "C", "C", "O", "H", "H", "H", "H", "C", "C", "C", "O", "C", "C", "C", "O", "H", "H", "H", "H", "C", "C", "C", "O", "C", "C", "C", "O", "H", "H", "H", "H", "C", "C", "C", "O", "C", "C", "C", "O", "H", "H", "H", "H", "C", "C", "C", "O", "C", "C", "C", "O", "H", "H", "H", "H"], "xyz": [[8.8674, 7.0065, 0.8381], [7.7044, 6.7981, 0.9022], [6.8856, 6.9314, -0.1660], [5.7103, 7.6893, 0.1052], [4.6707, 7.4252, -0.9762], [3.9572, 6.1038, -0.7523], [4.6772, 4.9569, -0.8990], [4.0692, 3.7050, -0.6542], [4.6107, 2.4797, -0.7282], [3.4627, 1.4179, -0.3576], [2.2300, 2.4302, -0.1124], [2.7126, 3.6719, -0.3041], [1.9526, 4.8516, -0.1528], [2.5754, 6.0518, -0.3490], [1.7989, 7.3317, -0.1250], [0.4074, 7.1273, -0.2600], [-0.2003, 7.3354, 1.0292], [7.2176, 6.4341, 1.8098], [5.2876, 7.4641, 1.0834], [5.9784, 8.7448, 0.0860], [3.9607, 8.2367, -0.9412], [5.1616, 7.4317, -1.9410], [5.7141, 4.9682, -1.1876], [0.9158, 4.8111, 0.1223], [1.9639, 7.6368, 0.9052], [2.1314, 8.1390, -0.7640], [0.0688, 6.5466, 1.5236], [0.4054, -1.1254, -1.1595], [-0.5115, -1.9335, -1.6909], [-1.0485, -3.0813, -0.9266], [-1.8926, -3.8255, -1.3944], [-0.5415, -3.2983, 0.4466], [0.3714, -2.4951, 0.9781], [0.9145, -1.3469, 0.2170], [1.7305, -0.6007, 0.7257], [0.8057, -0.2735, -1.6928], [-0.9081, -1.7898, -2.6846], [-0.9602, -4.1303, 0.9918], [0.7483, -2.6326, 1.9845], [0.6967, 1.7010, 3.6463], [1.3474, 2.8481, 3.4825], [0.6443, 4.0681, 3.0185], [1.2651, 5.1007, 2.8380], [-0.8176, 3.9654, 2.7625], [-1.4670, 2.8170, 2.9320], [-0.7555, 1.5918, 3.3840], [-1.3478, 0.5420, 3.5336], [1.1968, 0.7988, 3.9720], [2.4077, 2.9435, 3.6605], [-1.3250, 4.8635, 2.4300], [-2.5295, 2.7166, 2.7474], [-3.1426, 3.3770, -0.9458], [-2.2732, 2.7151, -1.7036], [-2.3355, 1.2385, -1.8283], [-1.5330, 0.6288, -2.5034], [-3.4040, 0.5263, -1.0805], [-4.2702, 1.1905, -0.3206], [-4.2069, 2.6696, -0.1929], [-4.9974, 3.2746, 0.5012], [-3.1100, 4.4532, -0.8420], [-1.4896, 3.2171, -2.2567], [-3.4285, -0.5521, -1.1826], [-5.0527, 0.6934, 0.2384], [1.0357, 0.6350, 8.5752], [1.3532, 1.0028, 7.3370], [2.6285, 1.7067, 7.0465], [2.9240, 2.0478, 5.9192], [3.5342, 1.9832, 8.1890], [3.2175, 1.6153, 9.4273], [1.9430, 0.9109, 9.7193], [1.6537, 0.5739, 10.8456], [0.1120, 0.1220, 8.8106], [0.7036, 0.8091, 6.4933], [4.4574, 2.4967, 7.9527], [3.8632, 1.8069, 10.2746], [0.8959, -6.3259, -6.1996], [0.4477, -5.0740, -6.1829], [-0.1165, -4.4711, -4.9480], [-0.5255, -3.3297, -4.9458], [-0.1617, -5.3171, -3.7248], [0.2874, -6.5703, -3.7488], [0.8497, -7.1713, -4.9820], [1.2591, -8.3156, -4.9934], [1.3069, -6.7789, -7.0944], [0.4702, -4.4386, -7.0591], [-0.5768, -4.8779, -2.8213], [0.2647, -7.2094, -2.8750], [3.0660, -10.6731, -10.6910], [2.6190, -9.4206, -10.6769], [2.0557, -8.8205, -9.4418], [1.6468, -7.6770, -9.4323], [2.0098, -9.6666, -8.2236], [2.4575, -10.9192, -8.2382], [3.0216, -11.5221, -9.4721], [3.4313, -12.6623, -9.4878], [3.4806, -11.1331, -11.5789], [2.6423, -8.7838, -11.5520], [1.5983, -9.2126, -7.3292], [2.4339, -11.5538, -7.3616], [-5.1896, 7.2836, -4.1192], [-4.3023, 6.3312, -3.8459], [-3.0887, 6.6206, -3.0418], [-2.2782, 5.7525, -2.7917], [-2.9002, 8.0094, -2.5523], [-3.7884, 8.9614, -2.8266], [-5.0033, 8.6747, -3.6307], [-5.8137, 9.5402, -3.8799], [-6.0819, 7.0978, -4.7033], [-4.4176, 5.3111, -4.1903], [-2.0079, 8.1920, -1.9680], [-3.6732, 9.9809, -2.4817], [-3.8485, -7.2384, 2.2151], [-3.0483, -6.1801, 2.1190], [-2.0559, -5.8716, 3.1792], [-1.3302, -4.9013, 3.0902], [-1.9858, -6.7820, 4.3475], [-2.7861, -7.8401, 4.4435], [-3.7808, -8.1531, 3.3843], [-4.5081, -9.1170, 3.4713], [-4.5802, -7.4849, 1.4564], [-3.0809, -5.5000, 1.2749], [-1.2540, -6.5338, 5.1058], [-2.7549, -8.5188, 5.2861], [-4.8191, -2.6170, 4.8897], [-4.6194, -2.5270, 3.5777], [-3.3181, -2.0692, 3.0285], [-3.1329, -1.9899, 1.8331], [-2.2499, -1.7175, 3.9947], [-2.4496, -1.8056, 5.3062], [-3.7482, -2.2635, 5.8585], [-3.9323, -2.3493, 7.0533], [-5.7585, -2.9474, 5.3146], [-5.3839, -2.7797, 2.8534], [-1.3115, -1.3857, 3.5703], [-1.6850, -1.5510, 6.0284]], "homo_energy_ev": -8.91, "homo_lumo_gap_ev": 6.97}

=====

No. 2
{"formula": "C64H46N2O8", "method": "ωB97M-V with the def2-TZVPD basis set", "elements": ["C", "C", "C", "C", "N", "H", "H", "H", "H", "H", "H", "H", "C", "C", "C", "C", "N", "H", "H", "H", "H", "H", "H", "H", "C", "C", "C", "C", "C", "C", "C", "O", "C", "C", "C", "C", "C", "C", "C", "O", "H", "H", "H", "H", "H", "H", "H", "H", "C", "C", "C", "C", "C", "C", "C", "O", "C", "C", "C", "C", "C", "C", "C", "O", "H", "H", "H", "H", "H", "H", "H", "H", "C", "C", "C", "C", "C", "C", "C", "O", "C", "C", "C", "C", "C", "C", "C", "O", "H", "H", "H", "H", "H", "H", "H", "H", "C", "C", "C", "C", "C", "C", "C", "O", "C", "C", "C", "C", "C", "C", "C", "O", "H", "H", "H", "H", "H", "H", "H", "H"], "xyz": [[-2.1022, -3.4105, 0.8409], [-2.1166, -3.5774, 2.3564], [-0.7610, -3.9589, 2.9680], [0.2454, -2.9414, 2.6882], [0.9870, -2.1077, 2.4216], [-1.6505, -4.2425, 0.2962], [-1.4314, -2.5589, 0.6880], [-3.0937, -3.2223, 0.4381], [-2.8417, -4.3236, 2.7004], [-2.4980, -2.6555, 2.8059], [-0.4587, -4.9268, 2.5707], [-0.8748, -4.0089, 4.0496], [-2.3333, -7.3684, -2.8102], [-1.8919, -7.0907, -1.3777], [-1.7710, -8.3713, -0.5539], [-0.6924, -9.2385, -1.0244], [0.1536, -9.8877, -1.4460], [-2.0336, -6.5509, -3.4672], [-3.4056, -7.5079, -2.9362], [-1.8004, -8.2517, -3.1676], [-2.5572, -6.3900, -0.8702], [-0.9321, -6.5721, -1.4387], [-2.6753, -8.9752, -0.6887], [-1.6734, -8.1545, 0.5084], [-0.5315, -2.4619, 6.2165], [0.7485, -2.6014, 6.7385], [1.7434, -1.6888, 6.4032], [1.4508, -0.5731, 5.6307], [0.1599, -0.4291, 5.1282], [-0.8271, -1.3458, 5.4511], [-0.2161, 0.8114, 4.3974], [-1.3441, 0.9469, 3.9628], [0.7951, 1.8803, 4.2438], [0.4291, 3.1079, 3.7082], [1.3559, 4.1208, 3.6064], [2.6793, 3.9314, 4.0099], [3.0475, 2.6894, 4.4946], [2.1103, 1.6907, 4.6766], [2.5089, 0.4459, 5.3969], [3.6572, 0.2457, 5.7242], [-1.3056, -3.1416, 6.5514], [1.0362, -3.3463, 7.4704], [2.7561, -1.8946, 6.7252], [-1.8691, -1.1178, 5.2628], [-0.6140, 3.2722, 3.4701], [1.0744, 5.0549, 3.1350], [3.3686, 4.7281, 3.7665], [4.0810, 2.5034, 4.7622], [0.9257, -0.8041, -1.6702], [0.0315, -0.1083, -2.4824], [0.5215, 0.7518, -3.4445], [1.8926, 0.9703, -3.5678], [2.7676, 0.2137, -2.7903], [2.2898, -0.6521, -1.8211], [4.2449, 0.3357, -2.9683], [5.0103, -0.3419, -2.3132], [4.7501, 1.3601, -3.9167], [6.1117, 1.5851, -4.0066], [6.5873, 2.5897, -4.8145], [5.7124, 3.2966, -5.6428], [4.3488, 3.0860, -5.5505], [3.8642, 2.1317, -4.6751], [2.3967, 1.8685, -4.6418], [1.6405, 2.3740, -5.4407], [0.5560, -1.5126, -0.9371], [-1.0293, -0.2985, -2.3896], [-0.1352, 1.4064, -4.0062], [2.9954, -1.0603, -1.1102], [6.7605, 1.0144, -3.3530], [7.6383, 2.8454, -4.8621], [6.1345, 4.0498, -6.2956], [3.6894, 3.6464, -6.1985], [-5.2232, -0.4215, -1.0284], [-5.9985, -1.1277, -0.1147], [-7.3303, -0.7820, 0.0725], [-7.9135, 0.2449, -0.6421], [-7.1480, 0.9401, -1.5827], [-5.8115, 0.6173, -1.7358], [-7.7387, 2.0265, -2.4151], [-7.0980, 2.5291, -3.3136], [-9.1446, 2.4046, -2.1436], [-9.7346, 3.4255, -2.8827], [-11.0367, 3.8071, -2.6372], [-11.7787, 3.1563, -1.6552], [-11.2346, 2.0813, -0.9759], [-9.9079, 1.7273, -1.1971], [-9.3504, 0.5497, -0.4547], [-10.0511, -0.0995, 0.2904], [-4.1994, -0.6320, -1.3081], [-5.5381, -1.8132, 0.5859], [-7.8290, -1.2708, 0.8998], [-5.2195, 1.1787, -2.4483], [-9.1658, 3.8706, -3.6892], [-11.4614, 4.6372, -3.1861], [-12.7944, 3.4496, -1.4229], [-11.7816, 1.5693, -0.1967], [2.4854, 1.0477, 1.1134], [3.3844, 0.2532, 1.8040], [4.7488, 0.4752, 1.6564], [5.2032, 1.4953, 0.8260], [4.2971, 2.2400, 0.0741], [2.9339, 2.0235, 0.2455], [4.7342, 3.2533, -0.9344], [3.9154, 3.8605, -1.5905], [6.1997, 3.3979, -1.1636], [6.6324, 4.2556, -2.1656], [7.9890, 4.4962, -2.2922], [8.8973, 3.8586, -1.4496], [8.4613, 2.9513, -0.5179], [7.0964, 2.7108, -0.3592], [6.6592, 1.7468, 0.7102], [7.4868, 1.2391, 1.4343], [1.4219, 1.0141, 1.3234], [3.0955, -0.5970, 2.4075], [5.4596, -0.2107, 2.0973], [2.2499, 2.6779, -0.2792], [5.9171, 4.7650, -2.7950], [8.3072, 5.2102, -3.0426], [9.9500, 4.0535, -1.6136], [9.1727, 2.4307, 0.1082]], "homo_energy_ev": -9.37, "homo_lumo_gap_ev": 8.27, "relative_energy_ev": 0.000}

=====

No. 3
{"formula": "C64H54CdO3P2S5", "method": "ωB97M-V with the def2-TZVPD basis set", "elements": ["Cd", "O", "S", "C", "C", "C", "C", "C", "C", "P", "C", "C", "C", "C", "C", "C", "C", "C", "C", "C", "C", "C", "C", "C", "C", "C", "C", "C", "P", "C", "C", "C", "C", "C", "C", "C", "C", "C", "C", "C", "C", "H", "H", "H", "H", "H", "H", "H", "H", "H", "H", "H", "H", "H", "H", "H", "H", "H", "H", "H", "H", "H", "H", "H", "H", "H", "H", "H", "H", "S", "C", "C", "C", "C", "C", "C", "S", "H", "H", "H", "H", "O", "S", "C", "C", "C", "C", "C", "C", "C", "C", "C", "C", "C", "C", "H", "H", "H", "H", "H", "H", "H", "H", "H", "H", "S", "C", "C", "C", "C", "C", "C", "C", "O", "C", "C", "C", "H", "H", "H", "H", "H", "H", "H", "H", "H", "H", "H", "H"], "xyz": [[0.4077, -0.8221, 1.6656], [2.6618, 0.0768, 1.9985], [3.3078, 1.1411, 1.1768], [2.1652, 2.2345, 0.3142], [2.5246, 2.5059, -1.0729], [2.0904, 3.7775, -1.7037], [1.3137, 4.6793, -0.8850], [0.9081, 4.3113, 0.3528], [1.3429, 3.1160, 1.0105], [0.7722, 2.6957, 2.7080], [1.4795, 4.0662, 3.7201], [2.3775, 5.0300, 3.2756], [2.8006, 6.0440, 4.1269], [2.3645, 6.0831, 5.4412], [1.5055, 5.0940, 5.9083], [1.0641, 4.1002, 5.0550], [-0.9642, 3.3341, 2.8528], [-1.9487, 2.4121, 3.2010], [-3.2523, 2.8250, 3.4459], [-3.5915, 4.1645, 3.3372], [-2.6137, 5.0965, 3.0136], [-1.3086, 4.6869, 2.7938], [4.0270, 0.2794, -0.2353], [5.1872, 0.8759, -0.7295], [5.9243, 0.2522, -1.7158], [5.5486, -1.0213, -2.1246], [4.4231, -1.6208, -1.5904], [3.5977, -0.9712, -0.6705], [1.9635, -1.8086, -0.2066], [2.8649, -2.9201, 1.0760], [2.0279, -3.7247, 1.8590], [2.5229, -4.5790, 2.8281], [3.8924, -4.6500, 3.0525], [4.7422, -3.8517, 2.3055], [4.2329, -2.9982, 1.3314], [1.0913, -3.1975, -0.9618], [1.4830, -4.5179, -1.0574], [0.7702, -5.4433, -1.8134], [-0.4009, -5.0150, -2.4979], [-0.8536, -3.7404, -2.4313], [-0.1422, -2.6785, -1.6544], [3.4368, 2.0560, -1.4400], [2.7190, 4.2079, -2.4742], [1.0225, 5.6356, -1.3014], [0.2834, 5.0071, 0.8941], [2.7393, 4.9976, 2.2545], [3.4684, 6.8140, 3.7583], [2.6917, 6.8782, 6.1001], [1.1797, 5.1024, 6.9413], [0.3819, 3.3348, 5.4088], [-1.6904, 1.3625, 3.2904], [-3.9991, 2.0905, 3.7240], [-4.6097, 4.4871, 3.5207], [-2.8675, 6.1484, 2.9437], [-0.5465, 5.4340, 2.6076], [5.4936, 1.8377, -0.3296], [6.7967, 0.7314, -2.1429], [6.1407, -1.5433, -2.8675], [4.1716, -2.6336, -1.8768], [0.9571, -3.6945, 1.6830], [1.8428, -5.1930, 3.4072], [4.2908, -5.3221, 3.8052], [5.8143, -3.8989, 2.4725], [4.9308, -2.3880, 0.7704], [2.3837, -4.8386, -0.5417], [1.1098, -6.4696, -1.8965], [-0.9599, -5.7443, -3.0801], [-1.7715, -3.4602, -2.9412], [-0.8300, -2.2483, -0.8986], [-1.9088, -1.9368, 1.7174], [-1.7050, -2.9745, 3.1144], [-2.6592, -3.9848, 3.2907], [-2.5794, -4.9076, 4.3190], [-1.5067, -4.8527, 5.1989], [-0.5697, -3.8423, 5.0638], [-0.6531, -2.8713, 4.0574], [0.5363, -1.5867, 4.0870], [-3.4793, -4.0227, 2.5838], [-3.3436, -5.6705, 4.4234], [-1.4048, -5.5830, 5.9950], [0.2661, -3.7761, 5.7507], [-1.3162, 0.9968, 0.6916], [-2.0818, 0.9189, -0.5750], [-3.7748, 0.3964, -0.1429], [-4.1411, 0.2350, 1.1775], [-5.4334, -0.1664, 1.4807], [-6.3497, -0.3960, 0.4660], [-5.9740, -0.2282, -0.8616], [-4.6824, 0.1694, -1.1665], [-2.7243, 2.5985, -0.8619], [-3.0444, 3.3793, 0.2351], [-3.5222, 4.6650, 0.0422], [-3.6730, 5.1622, -1.2464], [-3.3529, 4.3709, -2.3411], [-2.8782, 3.0805, -2.1510], [-3.4099, 0.4058, 1.9508], [-5.7219, -0.3034, 2.5153], [-7.3580, -0.7128, 0.7044], [-6.6873, -0.4071, -1.6566], [-4.3779, 0.3091, -2.1978], [-2.8915, 2.9739, 1.2285], [-3.7695, 5.2831, 0.8970], [-4.0359, 6.1728, -1.3916], [-3.4562, 4.7681, -3.3433], [-2.5979, 2.4601, -2.9936], [1.2414, 2.2656, -2.3948], [-0.5049, -3.2127, -7.9634], [-0.2042, -2.6375, -6.6038], [0.9984, -2.8798, -5.9620], [1.2570, -2.4267, -4.6717], [2.5916, -2.7546, -4.0709], [0.2939, -1.6795, -3.9768], [0.3414, -1.3779, -2.4821], [1.5465, -0.9906, -1.9277], [-0.8841, -1.3445, -4.6655], [-1.9276, -0.4351, -4.0631], [-1.1214, -1.8353, -5.9446], [0.2180, -3.9844, -8.2295], [-0.4706, -2.4398, -8.7366], [-1.5010, -3.6589, -7.9845], [1.7609, -3.4692, -6.4631], [3.1812, -3.3767, -4.7483], [2.4497, -3.2783, -3.1283], [3.1321, -1.8327, -3.8603], [-0.3941, -0.5818, -2.3057], [-1.4748, 0.5219, -3.7911], [-2.3660, -0.8660, -3.1606], [-2.7248, -0.2580, -4.7875], [-2.0663, -1.6041, -6.4302]], "total_charge": -2, "homo_energy_ev": [-1.67, -0.26], "homo_lumo_gap_ev": [5.50, 4.10], "relative_energy_ev": 3.953}

=====

Here are the calculated total energy numbers, same order: -125960.941 -86476.229 -150702.969 (eV).